Entry 1:
Molecular formula: C4H14N3
Method: DFT, ωB97M-V/def2-TZVPD

Results
- Total charge: +1
- Spin multiplicity: 1
- Gap between HOMO and LUMO: 8.12 eV
- Strongest force on any atom: 2.84 eV/Å
- Energy relative to the best compared isomer or geometry (same formula, charge and spin): 187.3 kJ/mol
- Electronic energy: -8838.08136 eV

Structure (XYZ):
```
21
Properties=species:S:1:pos:R:3:forces:R:3
N -2.602521 1.218304 0.638685 2.27 1.71 0.12
H 0.661200 2.922072 -1.917625 -0.26 0.36 0.00
H -1.636830 1.532577 -1.630464 0.39 0.58 0.22
H 1.181312 -2.886226 1.358711 -0.51 -0.54 0.57
H 0.768868 2.493900 -0.181515 0.04 0.05 -0.51
N 1.750613 -2.183831 0.925073 -0.83 -0.03 -0.76
C -0.478233 -1.489193 0.171833 -0.30 0.46 -0.61
H 1.453700 -0.654765 -0.486523 -0.36 -0.64 0.02
C 0.343216 2.216806 -1.159319 -0.36 -0.06 0.43
H -0.972485 -0.752389 -0.490830 0.12 -0.46 0.44
H 1.166621 -2.335737 -1.072192 -0.29 0.28 0.03
H -2.698258 1.331042 1.661104 -0.30 -0.20 -0.61
H -0.549972 -1.081555 1.190519 -0.02 -0.03 -0.28
C 0.975459 -1.629574 -0.258476 0.16 0.38 0.10
H 2.573536 -2.659538 0.619529 1.18 -0.03 -0.03
C -1.562252 1.954291 0.318695 -1.05 -1.04 0.35
H 0.781327 1.266655 -1.463212 -0.02 -0.29 0.08
H -0.905915 2.485683 1.043569 -0.60 -0.24 -0.25
H -1.050347 -2.427933 0.117299 0.34 0.25 0.03
N -1.115670 2.131812 -0.978034 -0.07 -0.78 0.13
H 1.916628 -1.452392 1.593172 0.47 0.30 0.51
```
Forces are in eV/Å.

Here are the Mulliken charges for atoms 1 to 5, given in e: number 1, N, carries -0.65; number 2, H, carries 0.30; number 3, H, carries 0.32; number 4, H, carries 0.34; number 5, H, carries 0.30

Entry 2:
Molecular formula: C23H37BBrClNO3SSi
Method: DFT, ωB97M-V/def2-TZVPD

Results
- Total charge: +1
- SMILES: CCSCc1c(B(O)O)c2ccc(CCO[Si](C)(C)C)cc2c([C@H](Cl)CC)[n+]1C[C@H](C)Br
- Spin multiplicity: 1
- Gap between HOMO and LUMO: 6.26 eV
- Strongest force on any atom: 5.49 eV/Å
- Energy relative to the best compared isomer or geometry (same formula, charge and spin): 1865.6 kJ/mol
- Electronic energy: -134016.94348 eV

Structure (XYZ):
```
69
Properties=species:S:1:pos:R:3:forces:R:3
C -5.230723 -0.694588 -0.342561 0.36 -0.85 -0.44
C 0.600812 0.693638 0.020369 -0.88 0.21 -0.56
C 2.790435 2.371359 2.008480 1.16 0.01 -0.05
H -4.268356 -1.372681 -0.187532 -1.93 1.42 -0.38
H 0.337113 -3.369682 -1.413718 1.75 -1.47 0.39
H 1.517778 -1.080082 -5.399630 -1.55 0.86 0.47
C 2.618788 0.706992 1.967248 1.42 0.22 -0.08
H 1.418757 -2.787299 0.668050 0.75 -2.35 -0.54
Cl 1.488196 0.090382 3.352665 1.10 0.58 -1.59
C -4.204192 2.633378 1.493645 1.33 0.67 0.34
O -0.839512 -2.332058 -3.722457 1.06 4.40 1.17
H -0.019704 2.081165 2.005997 -0.76 -1.13 -2.80
H -3.486757 2.290013 -1.428030 2.55 -1.01 0.83
H -7.245487 1.503566 -0.230819 0.23 0.14 2.29
C -1.819609 2.295413 0.414640 2.55 -1.93 -1.07
H -4.723637 3.109436 2.428261 0.70 -0.68 -2.03
H -1.990555 0.580469 -3.026128 1.44 0.43 2.45
H 4.352521 -2.335551 -2.514709 -2.69 0.30 -0.40
H -5.265359 -1.636013 3.031024 -1.82 1.41 -0.73
H -6.930548 -1.723968 2.120317 1.64 1.63 0.84
H 4.898148 3.476369 2.154859 -1.41 -1.53 1.17
O 0.613547 -0.749031 -5.114582 0.77 -2.30 2.89
H -1.489087 -1.933449 -3.041670 1.30 -1.42 -1.18
H 4.547738 -2.383223 -0.347423 -0.98 2.09 0.58
C 0.861717 -0.788755 -2.346759 2.19 1.61 4.11
H 4.511167 0.965345 -1.917215 1.76 -1.27 0.74
C 3.188317 -2.291533 -2.775797 0.77 1.56 1.47
H 1.915664 2.906420 2.572037 1.48 -1.27 -1.53
C 2.348120 -1.282868 -1.759107 -2.90 2.15 -0.52
B 0.230558 -1.287856 -3.793991 -0.87 -1.40 -1.80
C 5.453544 -0.274696 -0.109329 -0.92 0.17 -0.71
H -6.989601 2.576525 1.341239 -0.22 -2.12 -0.89
H -2.180662 3.467306 2.444794 -0.87 -0.47 -2.18
H 2.948691 2.727220 0.898890 -0.82 -0.63 2.19
O -4.091270 1.178098 1.714855 -2.10 1.34 -0.85
H -6.137862 -1.441165 -0.554393 1.92 1.74 0.39
C 1.763462 -3.884254 0.346909 -0.71 1.45 0.35
H -5.056585 -0.012399 -1.278611 -0.35 -1.34 1.65
H 4.047281 -1.591728 1.283013 0.67 0.59 -2.57
C 4.241191 -1.359698 0.127828 0.44 -0.22 1.20
Si -5.575482 0.337690 1.292389 -0.03 -1.31 -0.38
H 3.848652 3.534139 3.720931 0.80 -1.60 -1.99
H -4.716845 2.902883 0.464390 0.70 -0.58 2.23
C 2.098757 0.143362 0.520056 -2.26 -0.49 -2.70
H -6.723153 -0.438592 3.483974 1.28 -1.14 -1.55
H 1.212882 -4.611222 1.096707 1.42 1.35 -1.61
C -7.087395 1.476350 0.937264 -1.29 0.92 -0.23
N 2.883623 -0.832535 -0.382692 -3.12 1.68 -0.65
H -2.800650 4.324175 0.809408 0.39 -1.98 1.39
H 0.771335 -5.210209 -1.218639 1.23 2.39 -0.47
C -1.516565 0.844830 -1.968214 -0.34 1.91 3.11
H 3.161463 -1.923108 -3.910861 -0.44 -0.77 2.63
H 3.697684 0.307742 2.286689 -2.59 0.56 -1.06
C 4.180172 2.827786 2.817444 -0.64 0.56 0.93
H 4.741454 1.925848 3.308830 -0.98 1.66 -1.09
H 6.418763 1.057026 -1.689137 -2.19 -1.49 0.07
C -0.044444 0.250297 -1.457461 0.72 -0.15 0.62
C -2.675820 3.304713 1.395990 -0.40 -1.02 -1.34
C 1.219780 -4.105777 -1.183669 -1.00 -0.25 1.31
C -2.442054 1.886047 -1.045529 4.83 -2.52 0.72
Br 7.185854 -1.313216 0.125512 -1.39 0.80 -0.02
H 5.654613 -0.494183 -2.457225 -0.51 1.67 1.92
C -0.351919 1.703009 0.922976 -2.00 0.16 -2.33
C 5.466228 0.343467 -1.639243 1.10 0.25 0.13
H 5.440587 0.563160 0.717324 0.06 -1.68 -1.78
H -8.089954 1.045799 1.415817 2.25 0.78 -1.03
H 2.935172 -3.888118 0.456819 -2.44 -0.47 -0.29
S 2.531716 -4.026187 -2.517174 -0.42 -0.16 0.04
C -6.148495 -0.975692 2.606664 -0.31 -0.68 0.83
```
Forces are in eV/Å.

Here are the Mulliken charges for atoms 1 to 5, given in e: number 1, C, carries -0.85; number 2, C, carries 0.88; number 3, C, carries -0.20; number 4, H, carries 0.19; number 5, H, carries 0.11

Entry 3:
Molecular formula: C32H33MgNO5P3
Method: DFT, ωB97M-V/def2-TZVPD

Results
- Total charge: -1
- Spin multiplicity: 1
- Gap between HOMO and LUMO: 7.02 eV
- Strongest force on any atom: 0.30 eV/Å
- Electronic energy: -78764.17692 eV

Structure (XYZ):
```
75
Properties=species:S:1:pos:R:3:forces:R:3
H -2.471449 -5.265915 2.098650 0.00 -0.01 -0.02
C -1.030574 1.888425 3.981730 -0.01 0.12 -0.03
C -2.889719 -3.800152 -0.562184 -0.02 -0.01 0.02
H -2.290274 -0.380114 -3.275810 -0.01 0.00 -0.01
C -0.468021 0.646136 4.237517 -0.04 -0.09 0.01
H -1.116323 -4.323061 2.791792 0.00 0.01 0.00
C 3.716145 -1.919878 -1.664769 -0.04 0.03 0.01
C 1.243507 -1.952141 -1.188014 -0.21 0.01 0.21
O -0.674824 2.675911 6.179775 0.02 -0.01 0.08
H -3.390722 1.226810 -1.243684 -0.01 0.01 0.00
C -1.388308 1.166621 1.731086 0.04 -0.09 0.14
P 1.093542 1.045341 -0.760240 -0.07 -0.03 0.06
C 2.246124 2.943581 2.638917 -0.01 -0.02 0.03
O 0.726666 -2.154735 2.275374 -0.07 0.03 -0.05
H -1.871251 -2.077343 -3.047208 0.01 0.02 -0.01
C 0.968778 1.843265 -2.404237 0.05 0.05 -0.07
C 5.057259 0.042941 -1.291663 -0.02 -0.05 -0.02
C 1.572808 4.155259 2.583052 -0.11 -0.11 -0.04
H 2.783156 2.666239 3.537056 0.00 -0.01 -0.01
C 2.668206 0.144720 -0.999395 -0.02 -0.05 -0.02
H 0.190027 3.851342 -0.493086 -0.01 0.00 0.03
H -1.720353 1.336201 0.712178 0.02 0.00 0.00
P -2.575356 -1.039840 -0.966193 -0.07 0.00 -0.03
C 2.190679 2.058417 1.571027 -0.02 0.01 -0.03
H -3.878593 -2.281300 0.631898 0.00 0.00 0.00
N -0.791080 -0.010086 1.963930 -0.04 0.09 -0.12
H 6.026886 0.524186 -1.265808 0.00 0.01 0.00
C 1.441160 3.551447 -4.042504 0.00 0.00 0.02
H -3.538742 -4.637404 -0.289093 0.00 0.00 0.00
C 0.775919 2.817444 -5.015457 -0.01 -0.01 0.00
H 3.989135 1.817552 -0.736614 0.01 0.00 -0.01
C -3.804638 0.312955 -0.814685 0.02 0.01 0.04
H -1.090469 -6.170886 -0.139816 -0.02 0.01 0.00
H -2.651410 -3.534508 2.477650 -0.01 -0.02 0.03
C 0.789634 3.598231 0.374312 0.05 -0.03 -0.01
H 0.700112 3.198746 -6.025930 0.00 0.00 0.00
C -3.624862 -2.461508 -0.417928 0.06 -0.03 0.00
H 3.612971 -2.965932 -1.927475 0.01 0.00 0.00
H -0.095080 -5.052242 -1.135814 0.00 -0.03 -0.01
C 0.306973 1.112864 -3.390087 0.02 0.01 0.01
P -1.357972 -3.802055 0.459451 0.03 0.09 0.08
C -1.043383 3.018843 5.046535 -0.01 0.08 -0.12
O 0.378980 -2.124683 4.492708 0.07 -0.03 0.10
C 0.855084 4.481824 1.441066 -0.02 0.02 0.01
H 1.544102 4.807391 3.444130 0.05 0.04 0.01
C 4.953784 -1.303810 -1.635757 0.01 0.03 0.01
H 1.887038 4.505365 -4.295435 0.01 0.00 0.00
H -1.970077 3.094928 2.495537 0.00 0.03 0.01
H -2.583710 -3.956146 -1.600358 0.00 0.01 -0.01
H 0.393742 -5.434502 0.512466 0.00 -0.01 0.00
O -1.394982 4.132982 4.603253 0.01 -0.07 0.04
H 5.847772 -1.866840 -1.876235 0.00 -0.01 0.00
Mg -0.029394 -1.460963 0.572062 0.02 -0.06 -0.06
C 0.214582 1.590906 -4.690005 0.03 0.00 0.05
H 2.692766 1.098900 1.641661 -0.01 0.02 0.03
C 3.916433 0.765824 -0.989532 -0.01 0.01 -0.01
H -0.103092 0.409795 5.226624 0.02 0.01 0.00
H -4.743204 0.075741 -1.320285 0.01 -0.02 -0.02
C -1.529636 2.130572 2.705003 0.08 -0.02 -0.03
H -3.585098 -1.588992 -3.144579 -0.02 0.01 0.02
O 1.013910 -2.860274 -1.991172 0.00 0.05 -0.05
H -4.565235 -2.463997 -0.977559 0.01 0.01 -0.02
C -2.594409 -1.303977 -2.782727 0.07 -0.05 0.02
H 0.306490 5.414314 1.403484 -0.02 -0.01 -0.01
C -0.353831 -0.271361 3.207237 -0.02 0.06 -0.10
H -0.110641 0.146246 -3.130030 -0.01 0.00 -0.03
H 2.073711 3.638183 -1.994592 0.01 0.00 -0.03
C 2.560175 -1.210141 -1.333535 0.21 0.03 -0.06
C -1.965373 -4.298462 2.107056 -0.02 0.02 -0.01
H -0.290953 1.004855 -5.447157 -0.01 -0.01 0.00
C 1.545453 3.065259 -2.746900 -0.04 -0.03 0.03
C 1.459098 2.373180 0.424364 0.04 0.06 0.05
H -4.003291 0.499782 0.241694 -0.02 0.02 -0.01
C 0.311856 -1.632643 3.379149 0.01 -0.07 -0.14
C -0.468331 -5.273636 -0.135871 0.04 0.03 0.02
```
Forces are in eV/Å.

Here are the Mulliken charges for atoms 1 to 5, given in e: number 1, H, carries 0.44; number 2, C, carries 0.22; number 3, C, carries -1.22; number 4, H, carries 0.43; number 5, C, carries -0.76

Question: Which of these has the lowest total charge?
Answer: C32H33MgNO5P3

Question: Which of these has the lowest total charge?
Answer: C32H33MgNO5P3

Question: Among the records above, which one has the lowest total charge?
Answer: C32H33MgNO5P3

Question: Which value of electronic energy does entry 3 give?
Answer: -78764.17692 eV